Entry 1:
A cluster of 16 separate species, C31H91N3O16 in total, computed with ωB97M-V/def2-TZVPD.

- E_HOMO (eV) = -7.9374
- HOMO-LUMO gap (eV) = 7.639
- LUMO (eV) = -0.30
- energy (hartree) = -2603.6698

Element x y z (Å)
C1 -0.588 1.021 -4.281
O1 -1.985 0.847 -4.624
H1 -0.168 1.854 -4.846
H2 -0.512 1.288 -3.214
H3 -0.035 0.093 -4.363
H4 -2.403 1.658 -4.323
C2 2.384 -2.370 2.119
O2 1.576 -3.302 2.848
H5 1.792 -1.851 1.354
H6 2.842 -1.671 2.830
H7 3.184 -2.858 1.560
H8 0.880 -2.788 3.276
C3 -1.019 0.341 8.096
O3 -0.885 -0.059 6.742
H9 -0.852 1.402 8.264
H10 -1.957 -0.041 8.512
H11 -0.260 -0.225 8.643
H12 -1.582 0.323 6.188
C4 -6.781 2.128 2.244
O4 -6.580 1.508 3.485
H13 -7.083 3.160 2.429
H14 -5.849 2.165 1.669
H15 -7.585 1.660 1.671
H16 -6.033 0.718 3.341
O5 -4.530 -0.119 4.425
H17 -4.159 0.501 5.086
H18 -3.986 -0.920 4.492
O6 -2.365 5.149 1.520
H19 -2.496 4.676 0.677
H20 -3.027 4.758 2.108
O7 -3.943 -2.958 3.531
H21 -3.915 -3.337 2.643
H22 -3.540 -3.628 4.100
O8 -3.826 -2.375 -2.205
H23 -3.618 -1.691 -2.859
H24 -4.172 -3.111 -2.726
O9 -3.315 3.984 -0.858
H25 -3.114 4.032 -1.803
H26 -4.184 3.563 -0.804
O10 -3.472 2.874 3.089
H27 -4.258 2.302 3.011
H28 -2.719 2.307 2.821
O11 0.199 -2.332 5.474
H29 1.164 -2.332 5.438
H30 -0.033 -1.481 5.915
O12 -5.566 -2.157 0.062
H31 -6.029 -1.882 -0.736
H32 -4.635 -2.008 -0.145
O13 -2.903 1.928 5.746
H33 -3.110 2.204 4.821
H34 -3.337 2.601 6.287
C5 1.206 4.486 -1.382
C6 2.496 4.079 -2.066
C7 3.556 5.115 -1.629
C8 4.954 4.702 -2.005
C9 5.297 3.309 -1.478
C10 4.250 2.229 -1.738
N1 2.914 2.767 -1.645
O14 1.933 1.761 -1.872
C11 4.546 1.626 -3.117
C12 4.412 1.136 -0.687
C13 2.291 4.215 -3.593
H35 0.353 3.857 -1.642
H36 0.923 5.478 -1.754
H37 1.277 4.561 -0.298
H38 3.306 6.069 -2.099
H39 3.491 5.283 -0.547
H40 5.722 5.379 -1.615
H41 5.113 4.783 -3.089
H42 5.509 3.444 -0.409
H43 6.262 3.071 -1.933
H44 5.475 1.053 -3.104
H45 3.700 1.060 -3.490
H46 4.753 2.418 -3.851
H47 5.474 0.890 -0.589
H48 4.011 1.479 0.264
H49 3.935 0.204 -0.990
H50 1.434 3.591 -3.863
H51 3.173 3.946 -4.168
H52 2.052 5.249 -3.852
H53 1.354 1.910 -1.103
C14 1.303 -6.536 -2.183
C15 2.391 -5.637 -2.827
C16 2.320 -5.696 -4.346
C17 1.053 -5.039 -4.899
C18 1.074 -3.568 -4.503
C19 1.209 -3.396 -2.994
N2 2.236 -4.251 -2.452
O15 2.642 -3.927 -1.162
C20 1.651 -1.934 -2.814
C21 -0.141 -3.504 -2.265
C22 3.731 -6.177 -2.384
H54 1.658 -7.555 -1.999
H55 0.380 -6.644 -2.748
H56 1.079 -6.142 -1.185
H57 3.131 -5.026 -4.688
H58 2.568 -6.665 -4.777
H59 0.187 -5.534 -4.432
H60 0.936 -5.255 -5.962
H61 0.167 -3.108 -4.899
H62 1.935 -3.112 -5.001
H63 1.712 -1.686 -1.757
H64 2.611 -1.769 -3.297
H65 0.938 -1.254 -3.284
H66 -0.895 -2.832 -2.663
H67 -0.443 -4.551 -2.319
H68 0.024 -3.259 -1.214
H69 3.845 -6.135 -1.301
H70 4.545 -5.574 -2.801
H71 3.879 -7.195 -2.739
H72 1.983 -4.300 -0.537
C23 -0.950 -0.571 -0.413
C24 -1.777 0.301 0.550
C25 -2.131 -0.548 1.744
C26 -0.968 -0.728 2.700
C27 -0.434 0.630 3.167
C28 -0.075 1.540 2.016
N3 -1.112 1.521 1.004
O16 -0.792 2.444 -0.059
C29 0.084 2.926 2.616
C30 1.318 1.145 1.470
C31 -3.084 0.727 -0.116
H73 -0.657 -1.505 0.076
H74 -0.150 -0.140 -1.006
H75 -1.659 -0.984 -1.150
H76 -3.010 -0.191 2.293
H77 -2.409 -1.548 1.388
H78 -0.146 -1.236 2.192
H79 -1.275 -1.267 3.595
H80 0.474 0.403 3.725
H81 -1.174 1.091 3.829
H82 -0.860 3.327 3.001
H83 0.797 2.884 3.437
H84 0.365 3.664 1.863
H85 1.992 1.072 2.328
H86 1.295 0.175 0.976
H87 1.742 1.912 0.819
H88 -3.532 1.537 0.468
H89 -3.846 -0.048 -0.200
H90 -2.899 1.077 -1.139
H91 -1.618 2.954 -0.132

Entry 2:
An isolated molecule of C7H7NO, computed with ωB97M-V/def2-TZVPD.

- E_HOMO (eV) = -9.8298
- SMILES string = CC(=O)c1ccccn1
- HOMO-LUMO gap (eV) = 10.166
- energy above the lowest of the compared OMol25 structures with the same formula, charge and spin (kJ/mol) = 319.6
- LUMO (eV) = 0.34
- energy (hartree) = -400.7891

Element x y z (Å)
C1 -2.475 -0.655 0.642
C2 -1.779 0.276 -0.327
O1 -2.333 0.935 -1.173
C3 -0.278 0.187 -0.224
C4 0.506 1.219 0.100
C5 1.934 1.163 0.188
C6 2.490 -0.116 -0.219
C7 1.541 -1.063 -0.495
N1 0.280 -1.018 -0.587
H1 -2.365 -0.467 1.693
H2 -3.383 -0.794 0.410
H3 -2.225 -1.570 0.533
H4 0.121 2.299 0.302
H5 2.411 1.910 0.370
H6 3.391 -0.207 -0.315
H7 2.163 -2.099 -0.896

Entry 3:
A structure of composition C28H72O16V2, computed with ωB97M-V/def2-TZVPD.

- E_HOMO (eV) = -9.5623
- HOMO-LUMO gap (eV) = 8.255
- energy above the lowest of the compared OMol25 structures with the same formula, charge and spin (kJ/mol) = 0.0
- LUMO (eV) = -1.31
- energy (hartree) = -4201.8533

Element x y z (Å)
O1 -10.990 -19.246 -23.462
V1 -9.743 -18.486 -22.602
O2 -10.424 -17.797 -21.346
O3 -5.596 -16.442 -20.322
V2 -5.932 -16.437 -21.866
O4 -5.413 -15.111 -22.479
C1 -7.254 -18.160 -23.449
O5 -8.061 -18.795 -24.122
O6 -7.507 -18.033 -22.270
O7 -6.376 -17.363 -23.811
C2 -9.743 -20.724 -27.709
C3 -8.309 -20.217 -27.607
C4 -8.245 -18.738 -27.651
O8 -7.896 -20.589 -26.315
H1 -10.352 -20.124 -27.033
H2 -9.834 -21.711 -27.256
H3 -10.129 -20.759 -28.728
H4 -7.628 -20.635 -28.349
H5 -8.552 -18.403 -28.642
H6 -7.243 -18.335 -27.794
H7 -8.686 -18.331 -26.741
H8 -7.996 -19.960 -25.597
C5 -7.831 -20.456 -19.666
C6 -9.203 -20.849 -20.068
C7 -10.232 -20.129 -19.087
O9 -9.377 -20.426 -21.451
H9 -7.498 -20.890 -18.723
H10 -7.706 -19.380 -19.783
H11 -7.094 -20.913 -20.327
H12 -9.270 -21.928 -19.932
H13 -10.242 -20.652 -18.131
H14 -11.282 -20.171 -19.374
H15 -9.886 -19.096 -19.046
H16 -8.888 -21.038 -22.006
C8 -7.120 -13.438 -25.608
C9 -7.122 -14.855 -26.325
C10 -5.785 -15.470 -26.573
O10 -7.907 -15.731 -25.579
H17 -6.209 -12.946 -25.949
H18 -7.052 -13.612 -24.535
H19 -7.962 -12.785 -25.835
H20 -7.716 -14.753 -27.233
H21 -5.805 -16.430 -27.089
H22 -5.192 -15.684 -25.684
H23 -5.228 -14.815 -27.242
H24 -7.274 -16.417 -25.352
C11 -15.513 -20.748 -26.750
C12 -15.567 -21.994 -25.927
C13 -14.273 -22.302 -25.146
O11 -16.583 -21.961 -25.023
H25 -15.758 -19.861 -26.167
H26 -16.352 -20.896 -27.431
H27 -14.621 -20.691 -27.374
H28 -15.759 -22.865 -26.554
H29 -13.992 -21.489 -24.476
H30 -13.422 -22.248 -25.825
H31 -14.337 -23.221 -24.563
H32 -16.217 -21.405 -24.331
C14 -7.947 -13.111 -19.944
C15 -7.944 -14.606 -19.835
C16 -9.049 -15.275 -19.054
O12 -7.882 -15.080 -21.192
H33 -8.830 -12.629 -20.363
H34 -7.186 -12.774 -20.649
H35 -7.729 -12.556 -19.032
H36 -7.007 -14.768 -19.302
H37 -10.036 -14.888 -19.306
H38 -8.978 -14.974 -18.009
H39 -9.111 -16.361 -19.130
H40 -8.751 -14.910 -21.563
C17 -16.442 -21.111 -21.542
C18 -15.541 -19.899 -21.789
C19 -14.127 -20.378 -21.505
O13 -15.721 -19.423 -23.124
H41 -16.354 -21.498 -20.527
H42 -16.186 -21.861 -22.291
H43 -17.492 -20.886 -21.731
H44 -15.753 -19.093 -21.086
H45 -13.882 -20.422 -20.444
H46 -13.410 -19.591 -21.736
H47 -14.016 -21.300 -22.076
H48 -16.561 -18.958 -23.113
C20 -6.108 -23.015 -24.038
C21 -7.417 -23.457 -23.295
C22 -7.270 -23.789 -21.882
O14 -8.304 -22.347 -23.205
H49 -6.283 -22.470 -24.966
H50 -5.433 -23.865 -24.143
H51 -5.570 -22.255 -23.472
H52 -7.839 -24.312 -23.822
H53 -6.703 -23.052 -21.313
H54 -6.782 -24.757 -21.990
H55 -8.178 -24.015 -21.323
H56 -8.249 -21.869 -24.036
C23 -12.273 -16.135 -23.117
C24 -11.152 -15.544 -24.007
C25 -10.797 -14.196 -23.732
O15 -10.043 -16.337 -23.758
H57 -11.964 -16.143 -22.072
H58 -12.304 -17.157 -23.496
H59 -13.211 -15.591 -23.227
H60 -11.343 -15.707 -25.068
H61 -9.922 -13.951 -24.335
H62 -10.423 -14.124 -22.711
H63 -11.523 -13.457 -24.069
H64 -9.412 -16.238 -24.475
C26 -12.664 -25.173 -25.742
C27 -11.154 -25.141 -25.756
C28 -10.557 -23.953 -24.972
O16 -10.898 -26.383 -25.173
H65 -13.078 -25.257 -24.738
H66 -12.968 -26.046 -26.320
H67 -13.053 -24.311 -26.285
H68 -10.941 -25.134 -26.825
H69 -11.017 -23.018 -25.292
H70 -9.488 -23.941 -25.182
H71 -10.707 -24.042 -23.896
H72 -10.036 -26.693 -25.460

Entry 4:
A structure of composition C22H29BN9O5W, computed with ωB97M-V/def2-TZVPD.

- E_HOMO (spin up / spin down) (eV) = -13.8618 / -13.8632
- HOMO-LUMO gap (spin up / spin down) (eV) = 6.575 / 4.189
- energy above the lowest of the compared OMol25 structures with the same formula, charge and spin (kJ/mol) = 60.4
- 2S+1 = 4
- LUMO (spin up / spin down) (eV) = -7.29 / -9.67
- energy (hartree) = -1816.2852
- net charge = +2

Element x y z (Å)
W1 -0.553 0.457 -0.709
O1 -2.679 0.306 -1.830
C1 -2.859 0.659 -3.206
C2 -2.545 2.130 -3.552
N1 -1.134 2.497 -3.621
C3 -0.271 1.748 -4.497
C4 0.200 0.411 -3.856
O2 0.664 -0.439 -4.526
O3 -0.004 0.352 -2.541
C5 -0.598 3.539 -2.793
C6 -0.385 3.058 -1.318
O4 0.589 3.384 -0.731
O5 -1.390 2.292 -0.890
H1 -3.344 0.772 -1.306
H2 -3.903 0.495 -3.466
H3 -2.268 -0.038 -3.792
H4 -3.045 2.805 -2.865
H5 -2.955 2.297 -4.555
H6 0.615 2.327 -4.749
H7 -0.797 1.478 -5.410
H8 -1.317 4.360 -2.731
H9 0.345 3.896 -3.190
C7 2.776 1.692 -1.938
C8 2.625 0.970 -0.639
C9 3.675 0.642 0.196
C10 3.114 -0.024 1.270
N2 1.796 -0.070 1.106
N3 1.470 0.518 -0.079
B1 0.768 -0.883 1.951
N4 0.207 -1.980 0.993
C11 0.163 -3.305 1.049
C12 -0.423 -3.794 -0.114
C13 -0.736 -2.695 -0.875
C14 -1.362 -2.666 -2.228
N5 -0.347 -1.572 -0.197
N6 -0.436 0.041 2.305
C15 -1.008 0.260 3.482
C16 -2.179 0.975 3.291
C17 -2.292 1.145 1.926
C18 -3.433 1.787 1.208
N7 -1.213 0.579 1.321
N8 1.417 -1.381 3.196
C19 1.953 -0.606 4.182
C20 2.579 -1.443 5.061
C21 2.393 -2.743 4.535
C22 2.879 -4.047 5.102
N9 1.703 -2.704 3.418
H10 3.836 1.857 -2.113
H11 2.290 2.669 -1.916
H12 2.411 1.102 -2.774
H13 4.720 0.859 0.033
H14 3.577 -0.466 2.140
H15 0.569 -3.807 1.915
H16 -0.587 -4.827 -0.374
H17 -1.659 -3.673 -2.511
H18 -0.656 -2.309 -2.979
H19 -2.252 -2.042 -2.237
H20 -0.570 -0.124 4.390
H21 -2.874 1.308 4.045
H22 -4.249 1.947 1.908
H23 -3.821 1.133 0.428
H24 -3.160 2.748 0.780
H25 1.857 0.474 4.174
H26 3.104 -1.173 5.966
H27 3.451 -3.882 6.012
H28 3.515 -4.568 4.388
H29 2.044 -4.705 5.339